# 1
{
  "formula": "C12H12ClHfNO4",
  "method": "the ωB97M-V functional and the def2-TZVPD basis",
  "symbols": ["C", "C", "O", "C", "C", "O", "N", "C", "O", "C", "C", "C", "C", "C", "Cl", "C", "C", "O", "H", "H", "H", "H", "H", "H", "H", "H", "H", "H", "H", "H", "Hf"],
  "xyz": [[4.256, 0.722, 1.527], [3.977, 0.619, -0.024], [3.057, 1.599, -0.352], [1.753, 1.307, -0.857], [0.776, 0.600, 0.134], [-0.546, 0.984, -0.273], [-1.431, 1.068, 0.782], [-2.795, 1.384, 0.274], [-3.409, 2.358, 0.445], [-3.220, 0.069, -0.389], [-4.156, -0.177, -1.443], [-4.345, -1.511, -1.876], [-3.680, -2.542, -1.298], [-2.758, -2.294, -0.191], [-1.963, -3.502, 0.527], [-2.565, -0.934, 0.233], [-1.695, -0.289, 1.369], [-1.417, -0.703, 2.430], [3.769, -0.056, 2.117], [5.391, 0.737, 1.765], [3.877, 1.689, 1.867], [4.924, 0.800, -0.539], [3.685, -0.403, -0.276], [1.307, 2.226, -1.220], [1.884, 0.625, -1.699], [1.015, 0.950, 1.139], [0.949, -0.478, 0.075], [-4.700, 0.656, -1.882], [-5.032, -1.722, -2.688], [-3.814, -3.556, -1.658], [6.907, -0.227, 1.982]],
  "mulliken_charge": [-0.40, -0.43, -0.42, -0.69, -0.27, -0.07, 0.01, 0.14, -0.26, 0.51, -0.27, -0.56, -0.48, 0.70, 0.14, 0.49, 0.07, -0.29, 0.51, -0.36, 0.51, 0.55, 0.40, 0.37, 0.41, 0.45, 0.32, 0.55, 0.48, 0.49, 1.42],
  "homo_energy_ev": -21.3,
  "lumo_energy_ev": -17.5,
  "multiplicity": 1,
  "charge": 4
}



# 2
{
  "formula": "C12H12ClN3",
  "method": "the ωB97M-V functional and the def2-TZVPD basis",
  "symbols": ["Cl", "C", "C", "C", "C", "C", "C", "C", "C", "N", "N", "C", "C", "C", "C", "N", "H", "H", "H", "H", "H", "H", "H", "H", "H", "H", "H", "H"],
  "xyz": [[3.918, 3.759, -1.455], [3.467, 2.579, -0.317], [4.216, 2.415, 0.870], [3.821, 1.355, 1.773], [2.724, 0.592, 1.351], [2.153, 0.735, 0.104], [0.996, -0.097, -0.198], [0.050, 0.280, -1.319], [-1.063, -0.533, -1.158], [-0.785, -1.372, -0.029], [0.489, -1.101, 0.487], [-1.813, -2.036, 0.864], [-3.159, -1.775, 0.249], [-3.337, -0.514, -0.551], [-2.410, -0.612, -1.702], [2.479, 1.788, -0.656], [5.165, 3.022, 1.022], [4.305, 1.132, 2.730], [2.275, -0.306, 1.870], [0.134, 1.076, -2.018], [-1.855, -1.743, 1.973], [-1.643, -3.114, 0.814], [-3.421, -2.590, -0.328], [-4.040, -1.715, 1.054], [-3.130, 0.480, 0.034], [-4.379, -0.474, -0.926], [-2.631, 0.298, -2.200], [-2.528, -1.530, -2.335]],
  "mulliken_charge": [-0.19, 0.36, -0.37, -0.49, -0.39, 0.45, 0.41, -0.63, 0.04, 0.61, -1.02, -0.40, -0.64, -0.56, -0.52, -0.42, 0.31, 0.40, 0.34, 0.48, 0.28, 0.25, 0.33, 0.28, 0.27, 0.33, 0.29, 0.22],
  "smiles": "Clc1cccc(-c2cc3n(n2)CCCC3)n1",
  "homo_energy_ev": -8.4,
  "lumo_energy_ev": 0.4,
  "multiplicity": 1
}



# 3
{
  "formula": "C12H12CuF12NO5PS5",
  "method": "the ωB97M-V functional and the def2-TZVPD basis",
  "symbols": ["Cu", "S", "C", "C", "C", "C", "C", "C", "S", "H", "H", "H", "H", "F", "C", "F", "F", "S", "O", "O", "N", "S", "O", "O", "C", "F", "F", "F", "F", "P", "F", "F", "F", "F", "F", "O", "S", "C", "C", "C", "C", "H", "H", "H", "H", "H", "H", "H", "H"],
  "xyz": [[-0.115, -0.660, 0.532], [-2.190, 0.097, 0.174], [-3.453, -1.080, 0.604], [-4.117, -1.434, 1.735], [-5.112, -2.387, 1.613], [-5.304, -3.091, 0.409], [-4.653, -2.716, -0.765], [-3.774, -1.658, -0.632], [-2.868, -0.579, -1.745], [-3.851, -1.056, 2.714], [-5.657, -2.659, 2.497], [-6.079, -3.815, 0.307], [-4.920, -3.232, -1.640], [3.325, -2.507, -0.898], [3.835, -1.943, 0.180], [3.509, -2.510, 1.297], [5.146, -2.018, 0.053], [3.216, -0.244, 0.206], [1.814, -0.345, -0.280], [4.099, 0.535, -0.646], [3.367, 0.217, 1.656], [2.208, 0.729, 2.643], [0.854, 0.651, 2.173], [2.582, 0.351, 3.973], [2.565, 2.532, 2.724], [2.141, 3.164, 1.574], [1.924, 3.043, 3.775], [3.892, 2.711, 2.864], [-0.260, -2.241, 2.031], [-0.635, -3.777, 1.418], [-0.992, -5.204, 0.844], [-1.865, -3.844, 2.469], [-1.532, -3.050, 0.229], [0.596, -3.564, 0.361], [0.406, -4.310, 2.532], [-1.335, 1.732, -2.095], [-0.712, 3.048, -1.952], [0.958, 3.039, -1.303], [1.969, 3.115, -2.414], [1.356, 3.993, -3.530], [-0.088, 3.515, -3.560], [1.083, 2.187, -0.656], [1.119, 3.951, -0.721], [2.264, 2.028, -2.750], [2.929, 3.534, -2.160], [1.869, 3.933, -4.475], [1.362, 5.084, -3.233], [-0.060, 2.536, -4.063], [-0.816, 4.196, -4.069]],
  "mulliken_charge": [1.84, -0.16, 0.13, -0.33, -0.54, -0.50, -0.66, 0.60, -0.10, 0.42, 0.34, 0.40, 0.50, -0.21, 0.57, -0.22, -0.22, 0.96, -0.86, -0.71, -0.49, 0.89, -0.68, -0.65, 0.53, -0.18, -0.21, -0.22, -0.57, 1.28, -0.37, -0.39, -0.34, -0.43, -0.38, -0.50, 0.19, 0.61, -0.55, -0.68, -0.60, -0.74, 0.39, 0.20, 0.38, 0.35, 0.25, 0.29, 0.36],
  "homo_energy_ev": -6.0,
  "lumo_energy_ev": 2.1,
  "multiplicity": 1,
  "charge": -1
}



# 4
{
  "formula": "C12H12N2O2ReS4Sb",
  "method": "the ωB97M-V functional and the def2-TZVPD basis",
  "symbols": ["Re", "C", "C", "O", "C", "C", "C", "N", "N", "C", "O", "C", "C", "C", "C", "C", "C", "H", "H", "H", "H", "H", "H", "H", "H", "H", "H", "H", "H", "S", "Sb", "S", "S", "S"],
  "xyz": [[-0.111, 0.039, -0.283], [3.710, 1.631, 0.492], [2.508, 0.880, 0.926], [1.692, 0.540, -0.068], [2.226, 0.503, 2.198], [1.130, -0.310, 2.549], [1.029, -0.823, 3.942], [0.175, -0.642, 1.670], [-0.762, -1.525, 2.156], [-1.610, -1.835, 1.248], [-1.386, -1.324, 0.007], [-2.754, -2.709, 1.422], [-3.104, -3.123, 2.711], [-4.180, -3.970, 2.883], [-4.905, -4.406, 1.779], [-4.558, -3.996, 0.498], [-3.483, -3.145, 0.314], [4.311, 1.000, -0.167], [3.416, 2.513, -0.078], [4.309, 1.930, 1.347], [2.922, 0.769, 2.978], [1.828, -0.421, 4.556], [0.058, -0.574, 4.370], [1.086, -1.913, 3.929], [-2.532, -2.779, 3.562], [-4.457, -4.295, 3.876], [-5.745, -5.072, 1.919], [-5.123, -4.345, -0.354], [-3.203, -2.832, -0.683], [-3.452, 1.170, -3.235], [-1.526, 2.115, -3.102], [0.010, -0.389, -2.354], [-1.173, 1.812, 0.001], [0.097, 3.483, -3.439]],
  "mulliken_charge": [1.26, -1.26, 0.79, -0.65, -1.08, 1.33, -1.24, 0.32, -0.84, 0.87, -0.60, 0.46, -0.41, -0.68, -0.41, -0.69, -0.32, 0.35, 0.35, 0.37, 0.35, 0.41, 0.36, 0.35, 0.44, 0.42, 0.42, 0.42, 0.40, -0.21, 1.19, -0.08, -0.16, -0.22],
  "homo_energy_ev": -14.4,
  "lumo_energy_ev": -9.6,
  "multiplicity": 1,
  "charge": 2
}